Record 1
# C36H72Br8O14

11 unconnected molecules or ions with the total composition C36H72Br8O14 at a distorted geometry (the ωB97M-V functional and the def2-TZVPD basis, the OMol25 dataset).

Geometry as XYZ:
```
130
C36H72Br8O14 the ωB97M-V functional and the def2-TZVPD basis
C -1.922 -1.901 -1.093
C -1.475 -2.221 -2.510
O -1.653 -3.662 -2.551
C -1.140 -4.248 -3.573
C -1.301 -5.782 -3.439
O -0.589 -3.730 -4.515
H -1.335 -2.354 -0.294
H -2.934 -2.250 -0.884
H -1.959 -0.818 -0.975
H -2.091 -1.818 -3.314
H -0.503 -1.764 -2.695
H -1.932 -5.994 -2.576
H -0.358 -6.281 -3.214
H -1.765 -6.159 -4.350
C -3.816 -3.698 -7.736
C -5.178 -3.582 -7.130
O -5.124 -4.016 -5.780
C -6.186 -3.867 -4.993
C -5.930 -4.402 -3.562
O -7.222 -3.338 -5.270
H -3.753 -3.647 -8.823
H -3.279 -4.521 -7.264
H -3.301 -2.848 -7.289
H -5.623 -2.589 -7.197
H -5.745 -4.390 -7.593
H -6.422 -5.369 -3.449
H -6.147 -3.744 -2.721
H -4.866 -4.605 -3.449
C 8.961 -3.847 -5.670
C 9.717 -3.325 -4.437
O 11.159 -3.454 -4.468
C 11.793 -4.526 -4.015
C 13.260 -4.346 -4.241
O 11.284 -5.552 -3.534
H 7.934 -3.727 -5.328
H 9.198 -4.888 -5.891
H 9.048 -3.231 -6.565
H 9.406 -2.352 -4.055
H 9.331 -3.897 -3.592
H 13.546 -3.361 -4.611
H 13.657 -5.183 -4.815
H 13.672 -4.435 -3.236
C 4.517 -2.392 -1.706
C 4.096 -3.803 -2.164
O 5.096 -4.770 -1.870
C 5.194 -5.885 -2.553
C 6.456 -6.654 -2.272
O 4.404 -6.275 -3.429
H 4.918 -2.414 -0.693
H 3.744 -1.624 -1.702
H 5.355 -1.974 -2.262
H 3.119 -4.058 -1.755
H 3.862 -3.764 -3.228
H 6.287 -7.548 -2.871
H 6.662 -6.870 -1.224
H 7.288 -6.173 -2.787
C 2.736 8.632 -1.709
C 3.534 8.587 -2.995
O 3.241 7.444 -3.699
C 3.721 7.260 -4.959
C 3.104 6.089 -5.675
O 4.518 8.009 -5.544
H 2.904 9.603 -1.242
H 3.045 7.789 -1.091
H 1.674 8.482 -1.904
H 3.314 9.500 -3.548
H 4.582 8.809 -2.792
H 2.320 6.551 -6.275
H 2.648 5.407 -4.957
H 3.859 5.508 -6.204
C -1.673 5.163 -2.389
C -0.262 4.687 -2.707
O 0.334 4.440 -1.429
C 1.425 3.683 -1.273
C 1.936 3.717 0.146
O 2.047 3.072 -2.161
H -2.210 4.539 -1.674
H -2.275 5.278 -3.290
H -1.653 6.152 -1.931
H -0.294 3.766 -3.290
H 0.282 5.406 -3.319
H 2.709 2.955 0.251
H 1.067 3.555 0.784
H 2.300 4.736 0.284
C 11.149 1.851 -4.515
C 11.622 1.677 -3.077
O 12.841 0.877 -3.045
C 13.597 0.722 -1.981
C 14.710 -0.245 -2.236
O 13.424 1.306 -0.937
H 10.131 2.240 -4.547
H 11.197 0.908 -5.059
H 11.727 2.520 -5.152
H 11.811 2.651 -2.625
H 10.926 1.255 -2.351
H 14.488 -1.076 -1.567
H 15.633 0.271 -1.973
H 14.700 -0.505 -3.294
Br 0.408 -7.815 -8.864
C 2.276 -7.255 -9.076
C 2.473 -5.949 -8.405
Br 4.364 -5.454 -8.944
H 2.537 -7.240 -10.134
H 2.841 -7.988 -8.500
H 2.555 -5.918 -7.318
H 1.727 -5.181 -8.606
Br 0.620 1.482 -13.454
C 2.412 2.218 -14.066
C 3.345 2.312 -12.898
Br 2.641 3.387 -11.391
H 2.270 3.180 -14.557
H 2.835 1.514 -14.782
H 4.292 2.781 -13.166
H 3.600 1.353 -12.448
Br -3.691 1.927 -7.350
C -3.041 2.597 -9.159
C -4.147 3.268 -9.997
Br -3.415 4.243 -11.534
H -2.584 1.806 -9.754
H -2.280 3.339 -8.916
H -4.625 3.977 -9.320
H -4.841 2.511 -10.363
Br 1.470 -0.586 -8.534
C 3.258 -0.912 -7.669
C 3.588 0.446 -7.073
Br 5.473 0.234 -6.376
H 3.995 -1.253 -8.397
H 3.074 -1.661 -6.898
H 2.918 0.702 -6.252
H 3.571 1.217 -7.844
```

**Gap between HOMO and LUMO**: 10.12 eV
**LUMO energy**: 0.065 eV
**SMILES string**: CCOC(C)=O.CCOC(C)=O.CCOC(C)=O.CCOC(C)=O.CCOC(C)=O.CCOC(C)=O.CCOC(C)=O.BrCCBr.BrCCBr.BrCCBr.BrCCBr
**E**: -627503.987 eV
**Charge**: 0
**E_HOMO**: -0.36938 hartree

***

Record 2
# C36H72BrCl2NO10S7

8 unconnected molecules or ions with the total composition C36H72BrCl2NO10S7 at a distorted geometry (the ωB97M-V functional and the def2-TZVPD basis, the OMol25 dataset).

Geometry as XYZ:
```
129
C36H72BrCl2NO10S7 the ωB97M-V functional and the def2-TZVPD basis
C 1.906 2.142 5.237
C 0.971 2.767 4.239
C 0.872 4.144 4.084
C -0.003 4.677 3.153
C -0.816 3.882 2.353
C -1.713 4.489 1.303
C -2.586 5.644 1.825
C -0.821 4.986 0.142
C -0.721 2.504 2.534
O -1.532 1.660 1.787
C -2.854 1.513 2.316
C -3.286 0.051 2.132
C -2.234 -0.855 2.825
Cl -2.780 -1.219 4.505
C -1.843 -2.159 2.122
C -1.034 -3.120 2.999
Cl -0.803 -1.744 0.707
N -3.349 -0.124 0.686
C -4.228 -1.059 0.255
O -4.240 -1.621 -0.807
C -5.224 -1.242 1.407
C -5.297 -2.669 1.940
Br -6.988 -0.892 0.588
C -4.786 -0.206 2.498
C -5.676 1.031 2.617
C -5.574 1.685 3.996
C -6.778 2.338 4.541
O -6.322 1.068 5.020
C 0.162 1.960 3.447
H 2.075 2.799 6.085
H 2.853 1.874 4.773
H 1.464 1.226 5.627
H 1.490 4.784 4.700
H -0.054 5.752 3.052
H -2.380 3.746 0.876
H -2.667 6.406 1.051
H -3.606 5.327 2.038
H -2.179 6.125 2.710
H -0.182 4.152 -0.150
H -1.431 5.318 -0.692
H -0.179 5.771 0.529
H -2.859 1.793 3.368
H -3.505 2.154 1.731
H -1.311 -0.310 2.967
H -2.698 -2.684 1.713
H -0.319 -3.648 2.373
H -1.675 -3.855 3.474
H -0.454 -2.567 3.733
H -2.506 0.047 0.155
H -5.072 -3.382 1.147
H -6.289 -2.892 2.316
H -4.584 -2.835 2.746
H -4.937 -0.733 3.433
H -6.718 0.736 2.548
H -5.477 1.799 1.872
H -4.619 2.116 4.279
H -6.593 3.146 5.234
H -7.677 2.284 3.946
H 0.239 0.887 3.560
C 0.687 -6.029 -1.311
S 2.156 -5.747 -0.315
O 1.714 -5.046 0.923
C 2.883 -4.521 -1.399
H 0.061 -6.750 -0.789
H 0.148 -5.090 -1.434
H 0.990 -6.432 -2.279
H 2.191 -3.687 -1.517
H 3.101 -4.981 -2.364
H 3.808 -4.172 -0.951
C 0.788 9.443 -1.119
S 1.270 7.736 -1.410
O 1.452 7.106 -0.080
C 2.911 8.109 -2.041
H -0.206 9.432 -0.678
H 1.495 9.907 -0.430
H 0.764 9.979 -2.067
H 3.472 8.667 -1.291
H 2.822 8.684 -2.963
H 3.408 7.163 -2.246
C 8.190 -2.796 -2.826
S 6.697 -3.769 -3.054
O 5.738 -3.331 -2.008
C 7.394 -5.327 -2.496
H 7.953 -1.765 -3.079
H 8.509 -2.858 -1.785
H 8.970 -3.168 -3.491
H 7.766 -5.214 -1.478
H 8.196 -5.627 -3.169
H 6.598 -6.070 -2.520
C 2.136 -9.792 -5.708
S 2.321 -8.007 -5.822
O 3.085 -7.579 -4.615
C 0.593 -7.630 -5.495
H 3.122 -10.234 -5.834
H 1.734 -10.060 -4.730
H 1.474 -10.136 -6.503
H 0.298 -8.049 -4.532
H -0.023 -8.040 -6.296
H 0.491 -6.547 -5.474
C -0.673 5.754 7.201
S 0.239 6.930 6.196
O 1.682 6.701 6.466
C -0.242 8.388 7.130
H -0.467 4.760 6.807
H -0.338 5.823 8.235
H -1.740 5.964 7.125
H 0.066 8.272 8.169
H -1.321 8.523 7.060
H 0.264 9.244 6.689
C 6.194 -6.843 -9.550
S 4.742 -7.883 -9.748
O 3.764 -7.453 -8.716
C 5.510 -9.389 -9.137
H 5.915 -5.831 -9.836
H 6.511 -6.859 -8.507
H 6.990 -7.203 -10.202
H 5.876 -9.224 -8.123
H 6.325 -9.677 -9.800
H 4.750 -10.168 -9.133
C -2.129 3.026 -3.131
S -3.752 3.576 -2.594
O -3.532 4.628 -1.565
C -4.166 2.074 -1.707
H -1.664 3.847 -3.673
H -1.527 2.771 -2.259
H -2.238 2.165 -3.790
H -3.405 1.890 -0.951
H -4.227 1.234 -2.400
H -5.133 2.220 -1.229
```

**Gap between HOMO and LUMO**: 8.71 eV
**LUMO energy**: 0.428 eV
**E**: -231393.203 eV
**Charge**: 0
**E_HOMO**: -0.30449 hartree

***

Record 3
# C36H72Cl41NO2P

21 unconnected molecules or ions with the total composition C36H72Cl41NO2P at a distorted geometry (the ωB97M-V functional and the def2-TZVPD basis, the OMol25 dataset).

Geometry as XYZ:
```
153
C36H72Cl41NO2P the ωB97M-V functional and the def2-TZVPD basis
C 5.823 1.491 0.033
C 5.779 0.186 -0.767
C 4.577 -0.655 -0.261
C 3.878 -1.399 -1.412
C 2.763 -0.510 -2.019
C 1.357 -1.125 -1.908
C 0.312 0.013 -1.862
C -1.074 -0.343 -2.422
P -0.796 -0.776 -4.226
O -1.294 0.551 -5.092
Cl -2.319 -2.126 -4.684
C -1.685 -1.510 -1.633
C -2.277 -1.152 -0.248
C -1.519 -2.017 0.781
C -3.744 -1.593 -0.186
N -2.071 0.273 0.158
O -2.711 0.525 1.251
C -2.348 1.318 -0.876
C -3.767 1.887 -0.832
C -1.386 2.514 -0.556
C -2.063 0.844 -2.320
H 6.661 2.132 -0.238
H 5.834 1.243 1.095
H 4.905 2.038 -0.187
H 6.697 -0.390 -0.654
H 5.596 0.406 -1.820
H 3.887 0.038 0.222
H 4.928 -1.370 0.486
H 4.612 -1.609 -2.192
H 3.477 -2.356 -1.076
H 2.969 -0.343 -3.078
H 2.728 0.442 -1.488
H 1.155 -1.843 -2.705
H 1.311 -1.678 -0.966
H 0.225 0.309 -0.815
H 0.718 0.889 -2.384
H -0.751 1.295 -4.784
H -0.977 -2.332 -1.542
H -2.507 -1.908 -2.229
H -1.659 -1.668 1.802
H -1.765 -3.065 0.658
H -0.452 -1.915 0.555
H -4.108 -1.619 0.839
H -4.402 -1.029 -0.843
H -3.766 -2.627 -0.540
H -3.976 2.412 0.097
H -3.812 2.644 -1.621
H -4.542 1.158 -1.063
H -1.932 3.447 -0.427
H -0.882 2.315 0.392
H -0.594 2.613 -1.296
H -1.673 1.696 -2.876
H -2.985 0.551 -2.834
C 3.641 -1.192 -6.507
Cl 4.799 -1.669 -5.255
Cl 1.965 -1.282 -5.949
H 3.852 -0.170 -6.800
H 3.759 -1.859 -7.353
C -2.367 -5.722 -5.822
Cl -3.264 -5.849 -7.342
Cl -0.663 -6.145 -6.020
H -2.426 -4.700 -5.473
H -2.810 -6.399 -5.101
C -5.758 -1.920 -3.534
Cl -6.329 -3.087 -2.338
Cl -5.649 -0.284 -2.872
H -4.762 -2.204 -3.839
H -6.447 -1.912 -4.370
C 8.138 1.975 3.041
Cl 8.883 1.424 1.541
Cl 8.176 0.732 4.302
H 8.681 2.841 3.398
H 7.106 2.235 2.837
C -4.069 2.460 2.514
Cl -5.355 1.657 1.609
Cl -3.796 4.112 1.936
H -4.358 2.505 3.557
H -3.152 1.894 2.388
C 8.921 5.708 2.477
Cl 10.014 5.532 3.856
Cl 7.254 5.283 2.887
H 8.893 6.739 2.143
H 9.259 5.055 1.679
C -7.771 3.440 -0.652
Cl -6.405 3.553 -1.766
Cl -9.244 2.886 -1.462
H -7.520 2.735 0.130
H -7.955 4.421 -0.232
C -2.768 -4.731 3.722
Cl -3.437 -4.798 2.086
Cl -1.012 -4.930 3.720
H -3.008 -3.764 4.151
H -3.203 -5.534 4.309
C 2.472 3.055 -0.064
Cl 3.255 2.424 -1.518
Cl 2.742 2.012 1.336
H 2.882 4.036 0.148
H 1.405 3.118 -0.246
C -1.361 -6.399 -0.517
Cl -1.877 -6.933 -2.121
Cl -0.237 -5.036 -0.614
H -2.236 -6.092 0.046
H -0.862 -7.223 -0.019
C -9.814 -1.644 -5.176
Cl -9.482 -2.487 -3.658
Cl -8.430 -1.647 -6.277
H -10.638 -2.143 -5.671
H -10.071 -0.617 -4.949
C 5.868 8.272 1.451
Cl 5.185 7.693 -0.071
Cl 7.618 8.528 1.328
H 5.403 9.213 1.720
H 5.685 7.522 2.211
C 7.541 -0.752 7.744
Cl 7.192 0.558 8.882
Cl 8.333 -2.118 8.534
H 6.608 -1.092 7.312
H 8.197 -0.368 6.972
C -6.404 5.430 4.692
Cl -7.358 5.711 3.230
Cl -6.455 3.736 5.200
H -5.371 5.692 4.495
H -6.809 6.043 5.490
C -0.621 -0.916 -9.349
Cl -0.553 -1.861 -7.864
Cl 0.989 -0.658 -10.045
H -1.228 -1.445 -10.073
H -1.054 0.051 -9.122
C -2.009 -10.940 -3.324
Cl -2.259 -10.475 -1.637
Cl -2.035 -9.548 -4.413
H -1.044 -11.424 -3.409
H -2.802 -11.619 -3.614
C 7.158 5.571 -2.757
Cl 8.307 5.629 -1.413
Cl 5.571 4.988 -2.246
H 7.047 6.571 -3.159
H 7.545 4.898 -3.512
C -3.213 6.975 7.012
Cl -3.142 6.262 5.394
Cl -3.143 5.748 8.278
H -2.369 7.644 7.129
H -4.145 7.520 7.109
C -4.188 -8.439 6.202
Cl -4.696 -8.956 4.592
Cl -3.055 -7.081 6.128
H -5.063 -8.126 6.759
H -3.697 -9.268 6.696
C 4.192 1.061 10.920
Cl 3.793 -0.310 11.960
Cl 3.636 2.594 11.606
H 5.266 1.103 10.800
H 3.712 0.918 9.959
```

**Gap between HOMO and LUMO (alpha / beta)**: 8.67 / 8.52 eV
**⟨S²⟩**: 0.7539
**LUMO energy (alpha / beta)**: 0.132 / -0.019 eV
**Multiplicity**: 2
**E**: -566791.861 eV
**Charge**: 0
**E_HOMO (alpha / beta)**: -0.31375 / -0.31370 hartree